No. 1
Computed, not measured: a molecular structure, C25H35FeN3 at a distorted geometry, with ωB97M-V/def2-TZVPD.

Calculated values
Energy above the lowest of the compared OMol25 structures with the same formula, charge and spin: 9.77 kcal per mole
M: 433.421 g/mol
HOMO (spin up / spin down): -6.1 / -6.2 eV
Largest force on an atom: 6.62 eV/Å
Charge: 0
Frontier orbital gap (spin up / spin down): 0.2433 / 0.2442 hartree
Multiplicity: 5
DFT total energy: -65345.76709 eV

CARTESIAN COORDINATES (ANGSTROEM)
Fe (1.4180, 1.0497, -0.6717)
N (-0.7533, 1.1339, -0.6275)
N (1.1725, -2.5014, 0.9469)
N (-0.1412, -1.7295, -1.5244)
C (-3.3035, 1.6128, 3.6011)
C (-0.8620, 1.0087, 3.4514)
C (-3.0428, 1.1914, -1.5576)
C (2.5721, -0.3815, -1.4606)
C (3.0749, -3.7400, 1.7256)
C (-1.5462, -3.7913, -2.7738)
C (2.0925, -2.7495, 1.8766)
C (-1.7410, -2.4602, -3.1670)
C (-1.9752, 3.2805, -0.6491)
C (-1.1387, 2.2978, -2.7414)
C (3.0570, -4.5273, 0.5687)
C (2.0431, -4.3143, -0.3624)
C (-2.1490, 1.0375, 1.4188)
C (0.2794, 0.5623, 2.7609)
C (1.5340, 0.3480, 3.5421)
C (1.1159, -3.2755, -0.1421)
C (2.9154, 2.2471, -0.4633)
C (-0.6155, -4.0670, -1.7737)
C (-0.9583, 0.7893, 0.6762)
C (0.2001, 0.3328, 1.3810)
C (-1.0063, -1.4606, -2.5022)
C (-2.0893, 1.2045, 2.8032)
C (1.5139, 3.0103, -0.4975)
C (-1.7234, 1.9576, -1.3708)
C (0.0683, -2.9941, -1.1619)
H (-2.4221, -2.1723, -3.9616)
H (-1.1118, -0.4126, -2.7914)
H (1.3781, -0.4333, 4.2983)
H (-0.3972, -5.0727, -1.4279)
H (-2.5767, 3.9267, -1.2990)
H (-3.8286, 1.5886, -0.9090)
H (-0.7907, 1.1506, 4.5303)
H (3.0216, 1.2239, 0.0126)
H (3.1158, -0.9513, -0.6885)
H (1.8453, 1.2528, 4.0840)
H (1.9404, -4.8903, -1.2822)
H (2.3641, 0.0386, 2.8983)
H (0.6863, 2.6839, -1.1722)
H (-3.4725, 0.9274, 4.4428)
H (-3.0927, 1.1531, 0.8959)
H (-2.9135, 0.1226, -1.3683)
H (3.8312, -3.8561, 2.4984)
H (-4.2081, 1.6124, 2.9832)
H (3.4164, 2.2727, -1.4364)
H (-1.9547, 2.6672, -3.3721)
H (1.1171, 3.2758, 0.4913)
H (3.4762, 2.8491, 0.2673)
H (1.8158, 3.9412, -0.9931)
H (-3.2058, 2.6183, 4.0367)
H (0.9174, -0.3435, 0.8629)
H (3.8125, -5.2871, 0.3876)
H (2.0554, -2.1263, 2.7761)
H (-3.3839, 1.3131, -2.5907)
H (3.3118, 0.1044, -2.1219)
H (-1.0229, 3.7799, -0.4302)
H (-2.5174, 3.1248, 0.2874)
H (-0.6919, 1.4263, -3.2305)
H (1.9663, -1.0774, -2.0541)
H (-0.3879, 3.0950, -2.6889)
H (-2.1048, -4.5974, -3.2400)

Force components x, y, z for each atom (eV/Å):
-4.314 -4.992 -0.541
0.713 -0.442 0.250
-0.195 -0.390 -0.086
-0.237 -0.068 0.149
-0.238 -0.070 0.112
0.316 0.077 0.016
-0.365 0.098 -0.454
0.296 -0.588 -0.846
-0.284 0.210 -0.159
0.157 0.414 0.082
0.370 -0.482 -0.358
0.556 0.121 0.559
-0.252 0.307 -0.013
-0.103 0.014 -0.268
-0.322 0.303 0.130
-0.393 0.413 0.060
0.141 0.026 0.533
-0.936 0.072 -0.324
0.450 -0.379 0.253
0.823 -0.242 0.428
1.996 2.545 1.470
0.147 0.603 0.200
-0.146 0.865 -0.847
-0.042 0.132 0.506
-0.184 -0.858 -0.219
0.378 -0.357 -0.375
1.168 3.167 -0.407
0.279 -0.730 0.703
-0.613 -0.390 -0.840
0.027 -0.183 0.111
0.041 -0.407 0.252
0.117 0.120 -0.076
-0.230 0.037 -0.162
0.055 0.076 0.148
0.019 -0.163 -0.099
-0.033 0.064 -0.175
0.209 0.711 -0.054
-0.063 0.079 -0.187
-0.156 -0.164 -0.200
0.287 0.042 0.291
-0.081 0.085 0.087
0.411 0.146 0.393
0.057 0.100 -0.191
0.214 0.121 0.212
-0.062 0.189 0.067
-0.119 -0.100 -0.198
0.159 -0.018 0.061
-0.131 -0.008 0.277
0.240 0.043 -0.034
0.066 -0.372 -0.268
0.183 -0.041 -0.388
-0.176 0.031 0.264
0.122 -0.220 -0.192
-0.339 0.572 0.386
-0.108 0.102 0.103
0.049 -0.239 -0.364
-0.180 -0.114 0.096
-0.025 -0.317 0.142
-0.282 0.013 -0.037
0.184 0.173 -0.169
-0.024 0.152 0.070
0.386 0.140 0.151
-0.061 -0.128 -0.054
0.079 0.100 0.022


No. 2
Computed, not measured: a molecular structure, C25H35N2O3 at a distorted geometry, with ωB97M-V/def2-TZVPD.

Calculated values
Energy above the lowest of the compared OMol25 structures with the same formula, charge and spin: 579.46 kcal per mole
M: 411.566 g/mol
HOMO: -9.3 eV
Largest force on an atom: 18.10 eV/Å
Charge: +1
Frontier orbital gap: 0.2456 hartree
DFT total energy: -35586.37066 eV

CARTESIAN COORDINATES (ANGSTROEM)
O (-0.6603, -1.3886, -0.0969)
O (-4.5956, 1.8748, 0.6383)
O (4.4302, 0.1160, -1.6345)
N (-6.3824, -0.9960, -0.7159)
N (5.9142, -0.5471, 0.4966)
C (-0.3854, -0.2993, -0.4133)
C (5.6028, 0.6833, -1.7442)
C (-5.8703, 0.2839, -0.4796)
C (-1.3139, 0.7703, 0.0053)
C (-1.3640, 3.2023, 0.0886)
C (0.9449, 0.4922, -0.6019)
C (-3.2945, 2.0457, 0.4630)
C (-2.6477, 3.1610, 0.1547)
C (-4.3726, -2.1747, -1.6127)
C (3.1705, 2.0650, -1.1778)
C (-2.5103, 0.8643, 0.1852)
C (2.0943, -0.1339, -0.8218)
C (-5.4007, 0.8594, 0.7761)
C (0.8193, 1.9365, -0.6119)
C (-0.5665, 1.8879, -0.1714)
C (-7.9752, -1.3885, 1.2233)
C (4.1362, 0.1418, 1.9456)
C (5.6066, -0.0632, 1.9873)
C (1.8666, 2.4186, -0.8385)
C (6.5532, -2.9505, 0.4062)
C (3.2327, 0.8377, -1.4984)
C (6.1778, 0.9152, -0.1529)
C (-7.7127, -1.1701, -0.3922)
C (6.9709, -1.4075, 0.3527)
C (-5.3957, -2.1963, -0.7029)
H (7.6425, -1.3199, -0.6176)
H (-7.4473, -0.5646, 2.0769)
H (-4.8025, -2.2207, -2.6471)
H (-6.5416, 1.1425, -1.1842)
H (3.9456, 2.6700, -1.3001)
H (-3.1637, 4.1776, 0.6393)
H (6.2621, -3.1799, 1.3883)
H (3.8687, 1.1450, 1.6871)
H (7.6058, -3.5304, 0.1909)
H (7.0674, 1.2260, -0.0953)
H (-4.8844, 0.4751, -1.3627)
H (5.5822, 1.6896, 0.2830)
H (7.8486, -1.0689, 0.9834)
H (-4.8518, -2.0532, 0.4410)
H (3.3305, -0.4785, 1.7728)
H (-0.6868, 4.1222, -0.0266)
H (-3.1110, -0.1613, 0.4726)
H (-3.8089, -3.1305, -1.5975)
H (3.8771, 0.2221, 3.4431)
H (5.0793, -0.8838, 0.0201)
H (-8.9187, -1.4961, 1.3742)
H (5.7569, -2.9441, -0.4651)
H (-8.0427, -1.9464, -0.9585)
H (6.0937, 0.5460, 2.6369)
H (-8.2097, -0.2279, -0.5114)
H (-7.2618, -2.3405, 1.3891)
H (6.4991, 0.1441, -2.3051)
H (-5.0315, 0.3064, 1.3909)
H (-3.5515, -1.2644, -1.7611)
H (5.5775, 1.7208, -2.1662)
H (1.6783, 3.6400, -0.6755)
H (-6.4466, 1.3344, 1.1989)
H (5.8106, -1.2989, 2.6078)
H (-6.1788, -2.9552, -0.3975)
H (2.3411, -1.3369, -0.9810)

Force components x, y, z for each atom (eV/Å):
0.770 -4.311 -0.677
2.256 7.087 -0.571
-2.792 -2.564 -1.143
3.280 -0.263 -0.938
0.217 7.199 1.309
0.117 3.152 3.123
5.630 3.276 1.410
1.938 2.742 -8.330
11.392 0.597 -4.391
9.355 -2.199 -2.704
0.118 -4.255 -1.247
-0.117 -7.129 -2.147
-5.206 7.149 4.156
4.641 -0.038 -6.571
-2.885 0.450 -0.209
-14.559 -2.842 4.799
3.821 -1.245 -4.211
-8.744 4.588 -3.662
-11.959 -12.022 3.023
-3.009 9.969 1.374
9.904 0.025 -0.499
0.041 2.963 7.057
-3.486 -10.282 -0.928
9.133 15.597 -0.992
2.667 1.953 -2.922
-0.260 -8.047 3.497
-7.875 -4.194 -3.776
-0.038 2.192 4.916
6.276 -3.138 -1.591
-4.588 3.419 9.355
-2.276 0.240 0.981
-1.740 -2.030 -3.044
0.206 0.164 0.458
1.316 -2.266 2.585
2.780 3.113 -0.321
0.914 -2.306 -2.110
-1.003 -0.718 0.985
-0.204 0.645 -0.380
-3.069 1.136 0.168
7.431 1.420 0.476
-2.152 -0.818 2.656
-0.893 -0.195 0.662
-1.379 -0.729 0.359
-1.163 -0.633 -2.487
-0.794 -2.149 -1.115
-1.643 -1.151 0.404
1.428 2.303 -1.193
0.041 0.643 0.353
0.670 0.008 -4.239
-0.578 0.124 0.305
-5.916 -1.072 1.480
1.513 -1.092 1.932
-1.877 -2.292 -1.240
2.458 2.475 0.342
-0.599 0.343 -1.132
-2.219 1.666 0.336
-2.484 0.428 0.887
3.630 -7.477 7.227
-2.365 -2.203 1.288
0.030 -0.798 0.074
1.350 -2.341 -0.614
2.590 -1.105 -0.145
-0.626 3.839 -1.629
1.692 -0.377 -1.516
-1.107 3.379 0.692


Question: The highest charge belongs to which entry?
Answer: C25H35N2O3


Question: Which formula does entry 2 have?
Answer: C25H35N2O3